DFT (wB97M-V/def2-TZVPD) results for C3H3EuFO3 as an isolated structure in a non-equilibrium geometry.

Geometry as XYZ:
```
11
Properties=species:S:1:pos:R:3
C -0.61 -1.22 -0.63
C 0.76 -1.14 -0.09
F -1.53 -1.72 0.20
H -0.90 -1.07 -1.67
H 1.46 -0.76 -0.84
H 1.06 -2.03 0.49
O 0.72 0.01 1.11
C 0.11 1.08 0.77
O 0.42 2.23 1.20
O -0.60 1.06 -0.34
Eu -0.90 3.56 -0.21
```

## Properties
* HOMO-LUMO gap (spin up / spin down): 0.13546 / 0.33425 Eh
* spin multiplicity: 8
* total charge: +2
* E_LUMO (spin up / spin down): -11.5 / -10.8 eV
* E_HOMO (spin up / spin down): -15.22 / -19.90 eV

=====

DFT (wB97M-V/def2-TZVPD) results for a 2-piece molecular cluster, C2H8NO2 overall.

Geometry as XYZ:
```
13
Properties=species:S:1:pos:R:3
C 1.35 0.22 0.27
N 0.05 -0.38 0.49
C -0.50 -1.06 -0.83
O -0.03 -0.51 -1.93
H 2.19 -0.47 0.03
H 1.64 0.82 1.13
H 1.26 0.85 -0.60
H 0.13 -1.10 1.21
H -1.60 -0.90 -0.69
H -0.22 -2.14 -0.71
H -1.06 1.02 0.98
H -1.55 1.86 -0.15
O -1.67 1.77 0.81
```

## Properties
* HOMO-LUMO gap: 0.26368 Eh
* total charge: -1
* E_LUMO: 4.5 eV
* E_HOMO: -2.72 eV

=====

DFT (wB97M-V/def2-TZVPD) results for a 9-piece molecular cluster, C27H63N10O19P2 overall in a non-equilibrium geometry.

Geometry as XYZ:
```
121
Properties=species:S:1:pos:R:3
C -2.32 -2.33 1.41
C -0.84 -3.06 1.20
C 0.29 -1.97 0.72
C 0.83 -2.17 -0.82
C 0.55 -0.84 -1.78
C 1.60 0.40 -1.51
C 0.74 1.71 -0.95
N -0.39 2.32 -1.52
C -1.08 1.95 -2.83
C 0.07 2.11 -4.04
O 0.57 0.82 -4.54
C -0.76 3.43 -0.53
P -2.06 4.74 -1.03
C -3.77 3.97 -1.41
C -4.30 2.89 -0.29
C -2.41 5.91 0.48
C -2.49 5.12 1.91
C 0.59 3.89 0.30
C 1.28 2.37 0.45
N 2.72 2.68 0.14
C 3.58 2.31 1.14
C 4.48 0.91 0.97
C 3.88 3.16 2.52
P 0.73 1.69 2.13
O 0.61 2.90 3.37
O 1.60 0.27 2.64
H -3.12 -3.18 1.20
H -2.43 -1.47 0.62
H -2.50 -1.97 2.53
H -0.90 -4.03 0.56
H -0.52 -3.41 2.30
H 1.24 -2.14 1.43
H -0.08 -0.87 0.94
H 0.20 -3.05 -1.28
H 1.96 -2.47 -0.85
H 0.53 -1.22 -2.91
H -0.55 -0.49 -1.50
H 2.30 0.07 -0.64
H 2.25 0.67 -2.46
H -1.59 0.90 -2.82
H -1.93 2.73 -3.12
H -0.47 2.64 -4.96
H 0.92 2.86 -3.70
H 1.53 0.98 -4.85
H -1.32 2.78 0.31
H -4.54 4.88 -1.38
H -3.86 3.55 -2.53
H -4.97 2.04 -0.79
H -3.46 2.33 0.29
H -4.97 3.43 0.53
H -3.50 6.36 0.28
H -1.68 6.85 0.50
H -1.99 4.07 1.93
H -3.65 4.94 2.15
H -2.07 5.85 2.74
H 1.26 4.73 -0.16
H 0.13 4.37 1.27
H 5.62 1.21 1.10
H 4.25 0.12 1.81
H 4.39 0.46 -0.12
H 3.30 2.74 3.45
H 5.07 3.15 2.65
H 3.60 4.29 2.26
H 1.22 3.68 3.21
H 2.08 -0.18 1.89
C 0.40 1.05 5.52
N -0.37 0.22 6.49
O -1.01 -0.73 6.03
O -0.30 0.55 7.68
H 0.26 0.65 4.52
H 0.02 2.07 5.59
H 1.45 1.00 5.81
C -1.79 -7.77 -0.90
N -1.53 -6.32 -1.10
O -0.42 -5.89 -0.77
O -2.45 -5.65 -1.60
H -0.90 -8.23 -0.46
H -2.64 -7.86 -0.22
H -2.01 -8.21 -1.87
C -1.72 -2.99 -3.30
N -2.59 -2.18 -4.19
O -3.21 -1.24 -3.68
O -2.62 -2.50 -5.39
H -1.79 -2.60 -2.28
H -2.09 -4.02 -3.34
H -0.70 -2.92 -3.67
C -3.42 3.92 6.29
N -3.83 5.03 5.39
O -4.79 4.84 4.65
O -3.16 6.07 5.46
H -4.09 3.07 6.12
H -2.39 3.65 6.04
H -3.50 4.28 7.32
C 3.25 -5.29 1.07
N 3.54 -3.94 0.51
O 4.10 -3.88 -0.59
O 3.20 -2.97 1.20
H 3.61 -6.04 0.36
H 3.78 -5.37 2.02
H 2.17 -5.36 1.21
C -1.54 -10.06 2.79
N -1.95 -8.94 1.90
O -2.92 -9.14 1.15
O -1.28 -7.90 1.97
H -2.21 -10.90 2.63
H -0.51 -10.32 2.54
H -1.62 -9.70 3.82
C 0.78 5.00 -7.91
N 0.82 4.48 -6.52
O -0.09 4.83 -5.76
O 1.76 3.74 -6.23
H -0.10 5.64 -8.03
H 1.69 5.58 -8.08
H 0.72 4.14 -8.58
C 4.89 -0.81 -3.02
N 6.30 -0.36 -3.18
O 7.00 -0.97 -3.99
O 6.66 0.60 -2.48
H 4.71 -1.66 -3.69
H 4.75 -1.11 -1.97
H 4.24 0.03 -3.27
```

## Properties
* HOMO-LUMO gap: 0.24380 Eh
* total charge: +1
* E_LUMO: -3.6 eV
* E_HOMO: -10.24 eV

=====

DFT (wB97M-V/def2-TZVPD) results for an isolated molecule of C2H3NO2S in a non-equilibrium geometry.

Geometry as XYZ:
```
9
Properties=species:S:1:pos:R:3
C 0.88 0.65 0.34
C -0.27 -0.45 -0.08
N -1.50 0.28 0.33
O -1.66 1.38 -0.16
O -2.26 -0.23 1.12
S 2.35 0.22 0.75
H 0.31 1.66 0.21
H -0.38 -0.46 -1.08
H -0.32 -1.28 0.56
```

## Properties
* HOMO-LUMO gap: 0.31554 Eh
* E_LUMO: -0.9 eV
* E_HOMO: -9.47 eV

=====

DFT (wB97M-V/def2-TZVPD) results for C25H31IN5O2PdS as an isolated structure in a non-equilibrium geometry.

Geometry as XYZ:
```
66
Properties=species:S:1:pos:R:3
Pd 0.19 -1.17 0.05
C 4.34 1.28 -2.73
C 4.12 1.99 -1.55
C 3.37 1.43 -0.54
C 2.81 0.15 -0.72
C 3.00 -0.55 -1.93
C 3.78 0.01 -2.91
N 2.09 -0.46 0.28
C 2.50 -0.48 1.57
C 3.81 -0.15 2.00
C 4.14 -0.29 3.33
C 3.21 -0.77 4.25
C 1.92 -1.13 3.86
C 1.57 -1.00 2.53
N 0.36 -1.36 1.97
N -0.57 -1.92 2.60
C -1.58 -2.42 1.86
C -2.67 -3.05 2.48
C -3.63 -3.65 1.68
C -3.50 -3.59 0.30
C -2.41 -2.92 -0.25
N -1.48 -2.35 0.49
H 4.95 1.72 -3.51
H 4.55 2.97 -1.42
H 3.18 1.98 0.38
H 2.61 -1.55 -2.03
H 3.98 -0.54 -3.82
H 4.54 0.18 1.27
H 5.14 -0.03 3.65
H 3.49 -0.88 5.29
H 1.20 -1.51 4.57
H -2.71 -3.08 3.56
H -4.47 -4.16 2.13
H -4.24 -4.05 -0.34
H -2.30 -2.83 -1.32
C -0.65 2.10 2.89
C -0.11 2.89 1.69
C -1.14 3.09 0.58
S -1.01 1.75 -0.63
O -1.36 0.48 0.14
C -2.40 2.14 -1.77
C -3.79 2.44 -1.20
C -4.46 1.33 -0.39
H 0.12 2.02 3.66
H -0.97 1.10 2.60
H -1.50 2.62 3.33
H 0.78 2.38 1.29
H 0.22 3.87 2.04
H -0.95 4.01 0.01
H -2.15 3.10 0.97
H -2.42 1.29 -2.45
H -2.02 3.01 -2.32
H -4.42 2.63 -2.07
H -3.78 3.37 -0.63
H -4.64 0.45 -1.02
H -5.41 1.67 0.01
H -3.84 1.01 0.45
N 0.19 -2.83 -3.20
C 0.03 -1.52 -3.13
O 0.01 -0.89 -2.05
C -0.19 -0.75 -4.40
I 1.30 -1.20 -5.91
H 0.35 -3.39 -2.38
H 0.24 -3.30 -4.10
H -0.15 0.31 -4.21
H -1.15 -1.01 -4.84
```

## Properties
* HOMO-LUMO gap (spin up / spin down): 0.16801 / 0.15469 Eh
* total charge: +3
* E_LUMO (spin up / spin down): -12.3 / -12.4 eV
* E_HOMO (spin up / spin down): -16.86 / -16.64 eV

=====

DFT (wB97M-V/def2-TZVPD) results for C7H12O3S as an isolated structure in a non-equilibrium geometry.

Geometry as XYZ:
```
23
Properties=species:S:1:pos:R:3
C -1.86 0.73 0.10
C 1.09 -0.51 -0.38
C 0.24 -0.11 0.74
C -2.61 2.01 -0.09
C 0.75 0.07 -1.73
C 1.51 -1.96 -0.41
C 0.10 -0.84 2.03
O -2.28 -0.38 -0.11
O 2.52 1.91 -0.28
O -0.61 0.97 0.56
S 2.53 0.61 0.41
H -3.64 1.87 0.23
H -2.61 2.26 -1.15
H -2.13 2.81 0.47
H -0.29 -0.11 -1.98
H 1.37 -0.38 -2.50
H 0.94 1.14 -1.72
H 1.92 -2.28 0.55
H 2.26 -2.13 -1.18
H 0.64 -2.58 -0.63
H -0.20 -0.16 2.82
H 1.02 -1.34 2.31
H -0.69 -1.60 1.92
```

## Properties
* HOMO-LUMO gap (spin up / spin down): 0.27659 / 0.28414 Eh
* E_LUMO (spin up / spin down): -0.1 / 0.0 eV
* E_HOMO (spin up / spin down): -7.61 / -7.71 eV

=====

DFT (wB97M-V/def2-TZVPD) results for C11H8AsNS4W as an isolated structure.

Geometry as XYZ:
```
26
Properties=species:S:1:pos:R:3
W 1.88 -0.57 0.41
C -1.43 -3.03 -1.21
C -2.49 -2.12 -1.25
C -2.28 -0.81 -0.88
C -1.02 -0.41 -0.46
N -0.01 -1.31 -0.39
C -0.21 -2.57 -0.78
C -0.65 0.97 -0.10
C -1.58 2.01 -0.15
C -1.17 3.31 0.10
C 0.16 3.57 0.40
C 1.07 2.53 0.48
C 0.70 1.21 0.24
H -1.55 -4.06 -1.51
H -3.47 -2.44 -1.58
H -3.09 -0.10 -0.92
H 0.65 -3.23 -0.71
H -2.61 1.82 -0.39
H -1.89 4.12 0.06
H 0.48 4.59 0.59
H 2.10 2.76 0.73
S 5.32 -2.30 2.24
As 3.49 -1.40 2.14
S 3.09 -0.82 -1.30
S 1.57 -2.40 1.98
S 2.95 0.66 2.23
```

## Properties
* HOMO-LUMO gap: 0.24315 Eh
* E_LUMO: -1.3 eV
* E_HOMO: -7.87 eV

=====

DFT (wB97M-V/def2-TZVPD) results for C34H36BrIrN3O5Se2Si as an isolated structure in a non-equilibrium geometry.

Geometry as XYZ:
```
83
Properties=species:S:1:pos:R:3
Ir 0.08 0.02 0.19
O 2.47 0.06 -0.47
C 3.43 1.07 -0.65
C 2.99 2.01 -1.79
C 4.02 3.16 -1.83
O 5.34 2.73 -2.12
C 2.92 1.38 -3.16
Se 1.72 -0.13 -3.22
C 1.62 2.62 -1.50
Se 0.08 1.44 -1.89
H 2.84 -0.72 -0.03
H 4.39 0.62 -0.88
H 3.53 1.68 0.26
H 3.99 3.71 -0.89
H 3.75 3.84 -2.64
H 5.69 2.23 -1.38
H 3.91 1.07 -3.51
H 2.53 2.11 -3.87
H 1.50 3.51 -2.12
H 1.53 2.91 -0.45
Br 0.06 -7.56 -5.27
C 0.03 -6.20 -3.95
C -0.62 -6.44 -2.75
C -0.61 -5.46 -1.78
C 0.02 -4.24 -2.01
C 0.64 -4.01 -3.23
C 0.65 -4.99 -4.21
C 0.02 -3.15 -0.99
O -0.68 -3.45 0.09
O 0.61 -2.10 -1.17
H -1.11 -7.39 -2.57
H -1.10 -5.63 -0.82
H 1.12 -3.06 -3.41
H 1.13 -4.82 -5.16
C -4.35 -2.58 2.47
N -3.12 -2.33 1.77
C -1.84 -2.91 2.15
C -0.88 -2.32 1.08
O 0.26 -1.78 1.47
N -1.70 -1.36 0.35
C -2.91 -1.42 0.79
N -3.94 -0.73 0.23
H -4.32 -3.58 2.90
H -5.19 -2.53 1.77
H -4.53 -1.86 3.28
H -1.86 -4.00 2.11
H -1.52 -2.57 3.14
H -3.63 -0.03 -0.42
H -4.67 -0.41 0.85
C -0.75 0.02 6.40
C -1.29 1.24 6.00
C -1.18 1.65 4.68
C -0.54 0.85 3.72
C 0.02 -0.36 4.14
C -0.08 -0.77 5.47
Si -0.51 1.44 1.91
C 0.47 3.06 2.02
C 1.87 3.01 2.06
C 2.64 4.15 2.17
C 2.02 5.40 2.24
C 0.64 5.48 2.21
C -0.13 4.32 2.10
C -2.33 1.97 1.62
C -2.66 2.73 0.49
C -3.97 3.09 0.21
C -5.00 2.69 1.05
C -4.71 1.91 2.15
C -3.39 1.54 2.43
H -0.85 -0.31 7.42
H -1.81 1.86 6.71
H -1.59 2.61 4.38
H 0.51 -1.00 3.43
H 0.36 -1.71 5.79
H 2.36 2.04 2.00
H 3.72 4.09 2.20
H 2.62 6.30 2.33
H 0.15 6.44 2.27
H -1.21 4.40 2.07
H -1.86 3.05 -0.18
H -4.18 3.69 -0.67
H -6.02 2.98 0.83
H -5.51 1.59 2.81
H -3.19 0.92 3.29
```

## Properties
* HOMO-LUMO gap (spin up / spin down): 0.19788 / 0.24483 Eh
* spin multiplicity: 2
* E_LUMO (spin up / spin down): -1.0 / -1.0 eV
* E_HOMO (spin up / spin down): -6.39 / -7.67 eV

=====

DFT (wB97M-V/def2-TZVPD) results for a 2-piece molecular cluster, C2H4N2O2S overall in a non-equilibrium geometry.

Geometry as XYZ:
```
11
Properties=species:S:1:pos:R:3
C -1.43 0.30 0.27
C 0.84 1.54 0.93
N -1.66 -0.80 0.08
N 0.61 -1.95 -1.57
O 0.75 -1.41 -0.35
O -0.62 -2.10 -1.89
S -0.97 1.80 0.70
H 1.26 1.91 1.90
H 1.39 1.94 0.16
H 1.09 0.41 0.86
H -1.27 -1.65 -1.09
```

## Properties
* HOMO-LUMO gap: 0.37010 Eh
* E_LUMO: 0.2 eV
* E_HOMO: -9.85 eV

=====

DFT (wB97M-V/def2-TZVPD) results for C33H37N8O2SSe2Y as an isolated structure in a non-equilibrium geometry.

Geometry as XYZ:
```
84
Properties=species:S:1:pos:R:3
Y 0.29 0.66 0.09
N 2.34 -0.65 0.50
C 3.00 0.05 1.62
C 2.08 0.12 2.84
N 0.63 0.46 2.49
C 0.25 1.67 3.25
C 0.78 2.86 2.52
N 0.15 3.06 1.19
H 2.97 -0.73 -0.24
H 2.11 -1.61 0.75
H 3.94 -0.46 1.81
H 3.33 0.97 1.20
H 1.98 -0.84 3.36
H 2.57 0.81 3.50
H 0.12 -0.37 2.86
H -0.84 1.73 3.42
H 0.71 1.65 4.21
H 0.76 3.77 3.07
H 1.87 2.62 2.31
H -0.78 3.42 1.34
H 0.68 3.80 0.81
Se 0.75 -3.73 1.78
Se -0.87 -2.37 0.65
C -0.05 -2.46 -1.13
C -0.01 -3.59 -1.89
C 0.35 -3.46 -3.23
C 0.55 -2.20 -3.71
C 0.65 -1.13 -2.85
N 0.32 -1.21 -1.54
C 0.07 -3.37 3.53
C -0.08 -4.45 4.36
C -0.51 -4.22 5.63
C -0.91 -2.98 6.06
C -0.81 -1.94 5.12
N -0.34 -2.12 3.88
H -0.40 -4.55 -1.55
H 0.28 -4.37 -3.81
H 0.67 -1.97 -4.73
H 0.83 -0.07 -3.23
H 0.22 -5.42 4.03
H -0.46 -4.91 6.42
H -1.20 -2.81 7.12
H -1.26 -0.97 5.40
C -5.62 2.23 3.29
C -4.44 1.80 2.53
C -4.08 2.43 1.34
C -2.90 2.02 0.74
N -2.11 0.99 1.18
C -2.56 0.32 2.26
C -3.65 0.74 2.97
H -6.22 2.91 2.70
H -5.33 2.74 4.20
H -6.31 1.41 3.50
H -4.70 3.20 0.89
H -2.53 2.56 -0.11
H -2.08 -0.60 2.49
H -3.95 0.17 3.87
N -3.00 1.04 -6.83
C -2.66 1.13 -5.73
C -2.23 1.21 -4.40
C -1.34 2.22 -4.00
C -0.86 2.23 -2.69
N -1.22 1.26 -1.85
C -2.07 0.27 -2.19
C -2.60 0.18 -3.49
H -1.15 3.08 -4.62
H -0.17 2.94 -2.26
H -2.31 -0.40 -1.37
H -3.23 -0.65 -3.79
O 4.15 -1.30 -6.53
C 3.93 -1.46 -5.22
O 3.65 -2.55 -4.83
C 3.86 -0.22 -4.32
C 3.10 0.94 -4.70
C 2.69 1.77 -3.72
C 2.98 1.64 -2.33
S 2.04 2.35 -1.07
C 3.77 0.53 -2.01
C 4.24 -0.32 -2.97
H 4.48 -0.40 -6.62
H 2.75 1.10 -5.68
H 2.09 2.61 -4.11
H 4.03 0.41 -1.02
H 4.84 -1.18 -2.66
```

## Properties
* HOMO-LUMO gap: 0.24195 Eh
* total charge: +2
* E_LUMO: -6.1 eV
* E_HOMO: -12.71 eV

=====

DFT (wB97M-V/def2-TZVPD) results for an isolated molecule of C3H5F5N3OP3 in a non-equilibrium geometry.

Geometry as XYZ:
```
20
Properties=species:S:1:pos:R:3
C -2.18 1.15 0.33
C -1.83 -0.35 0.36
C -2.97 -1.29 -0.20
N 2.80 -2.16 0.35
N 3.01 0.43 -0.15
N 0.62 -0.91 -0.25
O -0.61 -0.82 -0.79
F -1.05 1.88 0.10
F -1.42 -0.83 1.55
F -3.37 -0.76 -1.35
F -2.69 -2.52 -0.47
F -4.00 -1.19 0.65
P 3.89 -1.09 0.18
P 1.20 -2.44 0.43
P 1.35 0.76 -0.05
H -2.51 1.48 1.31
H -2.87 1.28 -0.56
H 3.64 1.19 -0.28
H 1.34 -3.15 -0.84
H 1.26 0.74 1.34
```

## Properties
* HOMO-LUMO gap: 0.29603 Eh
* E_LUMO: -0.1 eV
* E_HOMO: -8.13 eV